50
Properties=species:S:1:pos:R:3 method="wB97M-V/def2-TZVPD" e_homo_ev=-9.61 fmax_ev_per_a=0.93 molar_mass_da=432.17 smiles="O=C1OCCO1.CNC(C)=O.CNC(C)=O.ClCCCl.ClCCCl" charge=0 homo_lumo_gap_ev=9.90
O 7.627 -12.296 -17.644
C 7.660 -12.912 -16.637
O 7.034 -14.103 -16.452
C 7.131 -14.480 -15.080
C 8.299 -13.638 -14.591
O 8.320 -12.548 -15.521
H 6.186 -14.312 -14.564
H 7.381 -15.540 -15.020
H 9.254 -14.162 -14.665
H 8.186 -13.266 -13.575
C -1.777 -17.697 -20.841
N -0.380 -17.945 -20.507
C 0.622 -17.952 -21.425
C 1.985 -18.328 -20.901
O 0.426 -17.645 -22.591
H -2.087 -16.709 -20.478
H -2.407 -18.411 -20.309
H -1.917 -17.730 -21.914
H -0.199 -18.216 -19.557
H 2.732 -17.909 -21.571
H 2.114 -19.410 -20.877
H 2.167 -17.921 -19.907
C 1.031 -11.159 -15.723
N 1.097 -12.569 -15.409
C 2.222 -13.234 -15.063
C 2.065 -14.714 -14.857
O 3.319 -12.705 -15.005
H 1.832 -10.613 -15.227
H 0.078 -10.751 -15.399
H 1.156 -11.015 -16.799
H 0.204 -12.995 -15.238
H 2.584 -15.082 -13.973
H 2.498 -15.249 -15.703
H 1.034 -15.076 -14.787
Cl 1.636 -13.860 -18.736
C 0.036 -14.609 -18.945
C -1.029 -13.561 -18.789
Cl -2.639 -14.229 -19.179
H -0.046 -15.424 -18.226
H 0.010 -15.090 -19.923
H -0.874 -12.722 -19.462
H -1.057 -13.169 -17.774
Cl 5.718 -16.874 -19.910
C 4.817 -15.473 -19.303
C 4.484 -15.604 -17.840
Cl 3.324 -16.944 -17.571
H 3.921 -15.351 -19.910
H 5.411 -14.572 -19.463
H 4.056 -14.698 -17.424
H 5.386 -15.880 -17.301

=====

168
Properties=species:S:1:pos:R:3 method="wB97M-V/def2-TZVPD" e_homo_ev=-9.00 fmax_ev_per_a=4.26 molar_mass_da=1581.35 charge=+1 homo_lumo_gap_ev=7.22
C 4.590 -3.423 3.073
C 3.535 -4.160 2.157
C 2.947 -3.067 1.163
N 2.676 -3.595 -0.190
N 3.096 -2.770 -1.216
C 4.380 -3.120 -1.876
C 5.490 -3.676 -0.933
C 6.322 -2.538 -0.252
C 7.414 -3.048 0.752
O 7.426 -2.214 1.926
C 8.465 -1.236 1.868
C 2.365 -1.736 -1.560
N 1.175 -1.284 -1.005
C 0.141 -2.234 -0.564
C -0.190 -3.412 -1.553
C -0.472 -4.677 -0.632
O -1.414 -3.213 -2.276
C 0.766 0.082 -1.430
C -0.395 -0.056 -2.501
C -1.866 0.009 -1.979
C -2.691 1.269 -2.502
P 0.287 1.164 0.025
C -0.381 0.261 1.494
C -0.602 2.727 -0.421
C 2.149 0.511 -2.116
C 3.266 1.081 -1.134
C 3.190 2.356 -0.470
C 4.239 2.775 0.372
N 5.408 2.168 0.667
C 5.455 1.007 -0.008
C 4.497 0.412 -0.857
S 2.109 1.919 -3.314
O 1.380 3.043 -2.807
O 1.643 1.553 -4.623
F 3.660 2.346 -3.470
N 2.685 -0.773 -2.538
C 2.969 -1.128 -3.923
C 1.743 -1.553 -4.801
N 1.311 -2.948 -4.524
H 4.409 -3.609 4.159
H 5.581 -3.883 2.866
H 4.592 -2.322 2.951
H 3.941 -5.042 1.624
H 2.688 -4.429 2.830
H 3.673 -2.225 1.040
H 2.064 -2.631 1.680
H 2.952 -4.561 -0.319
H 4.136 -3.933 -2.607
H 4.829 -2.300 -2.464
H 5.144 -4.402 -0.170
H 6.211 -4.232 -1.582
H 5.690 -1.802 0.286
H 6.860 -1.963 -1.047
H 7.299 -4.108 1.063
H 8.407 -2.901 0.266
H 9.397 -1.586 2.377
H 8.658 -0.849 0.843
H 8.106 -0.362 2.466
H -0.814 -1.784 -0.239
H 0.538 -2.733 0.353
H 0.646 -3.713 -2.211
H 0.463 -5.176 -0.303
H -1.107 -4.409 0.247
H -1.016 -5.398 -1.286
H -2.150 -3.370 -1.663
H -0.332 0.671 -3.346
H -0.260 -1.054 -2.988
H -2.402 -0.859 -2.438
H -2.004 -0.114 -0.886
H -2.993 1.817 -1.575
H -2.046 1.967 -3.071
H -3.625 0.980 -3.013
H 0.311 -0.497 1.930
H -0.636 0.964 2.333
H -1.317 -0.312 1.256
H -1.522 2.790 0.211
H 0.043 3.588 -0.074
H -0.793 2.901 -1.494
H 2.304 2.999 -0.584
H 4.099 3.753 0.879
H 6.401 0.439 0.134
H 4.713 -0.559 -1.320
H 3.687 -1.969 -4.062
H 3.451 -0.291 -4.485
H 2.140 -1.558 -5.852
H 0.909 -0.830 -4.805
H 1.662 -3.583 -5.252
H 0.302 -2.938 -4.707
Cl 0.675 5.171 2.064
C -1.006 5.748 2.220
C -1.715 5.111 3.384
Cl -2.013 3.375 3.105
H -1.521 5.550 1.280
H -0.958 6.826 2.360
H -2.687 5.581 3.529
H -1.145 5.216 4.307
Cl -5.307 5.821 4.163
C -5.769 7.441 3.582
C -5.489 7.619 2.109
Cl -3.741 7.664 1.756
H -5.239 8.179 4.182
H -6.837 7.552 3.770
H -5.904 8.566 1.765
H -5.931 6.818 1.518
Cl -4.300 -0.167 6.001
C -2.958 0.362 7.050
C -2.035 1.329 6.351
Cl -1.103 0.549 5.047
H -2.426 -0.527 7.391
H -3.407 0.842 7.920
H -1.312 1.727 7.061
H -2.584 2.165 5.918
Cl 2.288 -3.872 -7.917
C 1.215 -5.175 -8.497
C -0.205 -4.699 -8.685
Cl -0.999 -4.326 -7.130
H 1.271 -5.999 -7.788
H 1.620 -5.518 -9.449
H -0.796 -5.478 -9.162
H -0.253 -3.804 -9.313
Cl -4.635 3.332 -3.578
C -4.676 3.623 -5.336
C -5.633 2.693 -6.042
Cl -5.060 1.005 -6.028
H -3.662 3.521 -5.718
H -4.991 4.657 -5.479
H -5.729 2.987 -7.087
H -6.623 2.718 -5.589
Cl -6.924 -0.690 0.811
C -7.268 0.666 -0.292
C -6.007 1.335 -0.783
Cl -5.162 2.216 0.518
H -7.917 1.368 0.229
H -7.820 0.255 -1.137
H -6.252 2.067 -1.552
H -5.312 0.614 -1.209
Cl -2.955 -5.697 -10.764
C -3.221 -4.344 -11.891
C -1.928 -3.708 -12.347
Cl -1.099 -2.825 -11.033
H -3.870 -3.621 -11.400
H -3.753 -4.751 -12.751
H -2.134 -2.981 -13.131
H -1.235 -4.449 -12.743
Cl -1.113 -1.430 9.109
C 0.413 -1.030 9.945
C 0.626 0.459 10.074
Cl 0.945 1.231 8.499
H 1.228 -1.504 9.401
H 0.356 -1.482 10.935
H 1.495 0.653 10.702
H -0.236 0.949 10.523
Cl -1.365 8.669 4.327
C 0.229 9.359 4.732
C 1.375 8.502 4.241
Cl 1.492 6.962 5.128
H 0.270 9.496 5.811
H 0.275 10.340 4.261
H 2.317 9.028 4.394
H 1.281 8.274 3.180
Cl -4.466 -4.871 11.031
C -4.618 -4.696 9.265
C -4.565 -3.252 8.827
Cl -6.005 -2.338 9.340
H -5.548 -5.172 8.958
H -3.790 -5.247 8.820
H -4.527 -3.196 7.739
H -3.686 -2.747 9.225